[1]
The following is a quantum chemistry calculation of a molecular structure, C27H23NP2PtS2 in a non-equilibrium geometry, from the OMol25 dataset.

```
! RIJCOSX wB97M-V def2-TZVPD def2/J DEFGRID3
* xyz 2 5
Pt 0.32 -3.07 -0.46
S 2.49 -2.32 -0.05
P 1.67 -0.43 0.05
C 0.07 -1.09 -0.22
P -1.61 -0.52 -0.06
S -2.07 -2.53 -0.17
C -2.18 0.48 -1.44
C -2.65 -0.07 -2.63
C -3.09 0.73 -3.70
C -3.11 2.11 -3.56
C -2.57 2.64 -2.39
C -2.02 1.89 -1.43
C -2.23 0.27 1.43
C -3.43 0.98 1.31
C -3.95 1.62 2.45
C -3.25 1.52 3.66
C -2.03 0.87 3.74
C -1.53 0.19 2.61
C 2.01 0.49 1.55
C 2.13 1.87 1.56
C 2.70 2.52 2.63
C 3.11 1.77 3.75
C 2.76 0.41 3.85
C 2.27 -0.23 2.72
C 2.32 0.48 -1.34
C 3.58 1.08 -1.20
C 4.23 1.50 -2.36
C 3.62 1.45 -3.60
C 2.29 0.98 -3.67
C 1.65 0.39 -2.58
H -2.77 -1.20 -2.73
H -3.42 0.28 -4.67
H -3.54 2.76 -4.35
H -2.57 3.72 -2.21
H -1.52 2.37 -0.58
H -3.94 1.12 0.34
H -4.91 2.15 2.42
H -3.63 1.99 4.54
H -1.47 0.79 4.69
H -0.56 -0.37 2.61
H 1.80 2.40 0.67
H 2.81 3.62 2.65
H 3.72 2.23 4.51
H 2.90 -0.14 4.74
H 1.98 -1.27 2.75
H 4.07 1.15 -0.20
H 5.31 1.80 -2.27
H 4.18 1.80 -4.52
H 1.75 1.08 -4.60
H 0.70 -0.13 -2.69
C -0.48 -7.49 -0.21
C -0.24 -6.10 -0.36
N -0.10 -4.95 -0.49
H -1.34 -7.67 0.45
H 0.40 -7.98 0.23
H -0.63 -7.96 -1.18
*
```

Output
- Kohn-Sham gap (alpha / beta): 6.838 / 5.368 eV
- F_max: 0.0934 hartree/bohr
- Total energy: -2695.1388 Ha
- Expectation value of S²: 6.02

=====

[2]
The following is a quantum chemistry calculation of a molecular structure, C27H24Br2NNiO4S, from the OMol25 dataset.

```
! RIJCOSX wB97M-V def2-TZVPD def2/J DEFGRID3
* xyz -1 1
Ni 0.49 0.93 -0.12
O 1.05 -0.38 1.17
C 2.07 -1.31 0.74
C 2.61 -0.75 -0.64
O 3.59 -1.32 -1.10
O 1.95 0.21 -1.13
C 1.42 -2.65 0.46
C 0.04 -2.76 0.33
C -0.53 -3.99 0.02
C 0.26 -5.11 -0.17
C 1.64 -4.99 -0.05
C 2.22 -3.77 0.25
C 3.16 -1.37 1.80
C 2.96 -2.15 2.93
C 3.90 -2.16 3.96
C 5.05 -1.39 3.86
C 5.25 -0.61 2.73
C 4.31 -0.59 1.71
H 0.92 -0.35 2.13
H -0.58 -1.89 0.45
H -1.61 -4.06 -0.08
H -0.19 -6.06 -0.41
H 2.28 -5.86 -0.21
H 3.30 -3.67 0.31
H 2.08 -2.78 3.01
H 3.73 -2.78 4.83
H 5.78 -1.40 4.65
H 6.14 0.00 2.64
H 4.48 0.01 0.82
Br -0.33 1.27 3.75
C 1.02 1.98 4.91
Br 2.81 1.56 4.35
H 0.89 1.55 5.89
H 0.91 3.05 4.93
O -1.12 1.33 0.60
N -0.15 2.27 -1.22
S -1.72 2.34 -0.66
C -2.69 0.94 -1.25
C -3.89 0.63 -0.62
C -4.62 -0.48 -1.02
C -4.13 -1.31 -2.02
C -2.92 -1.01 -2.64
C -2.21 0.12 -2.26
C -2.27 3.40 -2.24
C -1.46 4.42 -2.73
C -1.93 5.36 -3.65
C -3.24 5.29 -4.10
C -4.07 4.28 -3.62
C -3.59 3.36 -2.70
H -0.11 2.18 -2.23
H -4.25 1.26 0.18
H -5.55 -0.72 -0.53
H -4.69 -2.19 -2.33
H -2.54 -1.65 -3.42
H -1.26 0.35 -2.73
H -0.44 4.51 -2.38
H -1.27 6.14 -4.01
H -3.61 6.01 -4.82
H -5.09 4.21 -3.97
H -4.26 2.59 -2.34
*
```

Output
- Kohn-Sham gap (alpha / beta): 6.284 / 6.292 eV
- F_max: 0.0172 hartree/bohr
- Energy above the lowest of the compared OMol25 structures with the same formula, charge and spin: 0.0 kcal per mole
- Total energy: -8453.5294 Ha

=====

[3]
The following is a quantum chemistry calculation of a molecular structure, C27H24BrCl3N6OPmS2Si in a non-equilibrium geometry, from the OMol25 dataset.

```
! RIJCOSX wB97M-V def2-TZVPD def2/J DEFGRID3
* xyz 1 5
Pm 0.51 0.11 -0.33
C -4.94 -1.35 -2.80
C -4.08 -0.21 -2.34
C -4.49 1.11 -2.48
C -3.67 2.14 -2.05
C -2.46 1.79 -1.47
Br -1.31 3.15 -0.81
N -2.03 0.55 -1.33
C -2.84 -0.43 -1.77
H -6.00 -1.10 -2.68
H -4.73 -2.26 -2.25
H -4.77 -1.56 -3.86
H -5.45 1.35 -2.92
H -3.94 3.18 -2.15
H -2.45 -1.43 -1.67
C -2.68 -2.73 2.06
C -2.01 -1.71 1.38
N -0.70 -1.64 1.29
C 0.04 -2.58 1.91
C -0.54 -3.64 2.64
C -1.94 -3.71 2.68
C 0.29 -4.58 3.32
C 1.63 -4.44 3.32
C 2.26 -3.36 2.62
C 3.65 -3.15 2.66
C 4.19 -2.10 1.96
C 3.34 -1.28 1.22
N 2.03 -1.44 1.17
C 1.48 -2.45 1.88
H -3.76 -2.74 2.10
H -2.57 -0.91 0.91
H -2.42 -4.51 3.22
H -0.18 -5.40 3.84
H 2.27 -5.14 3.85
H 4.28 -3.82 3.23
H 5.25 -1.90 1.97
H 3.75 -0.46 0.64
S 2.24 1.93 1.07
C 2.37 2.59 -0.49
N 1.60 2.19 -1.48
C 1.92 2.84 -2.67
C 1.28 2.68 -3.89
C 1.72 3.41 -4.98
C 2.78 4.31 -4.87
C 3.41 4.50 -3.65
C 2.97 3.77 -2.56
S 3.56 3.79 -0.92
H 0.44 2.00 -3.98
H 1.23 3.29 -5.94
H 3.11 4.86 -5.74
H 4.23 5.20 -3.54
C 0.80 0.40 3.89
N -0.03 1.58 3.72
C -0.74 1.85 2.61
N -1.49 2.98 2.65
O -0.79 1.10 1.62
H 0.95 0.24 4.95
H 1.77 0.50 3.40
H 0.27 -0.45 3.48
H 0.12 2.32 4.38
H -1.39 3.64 3.40
H -1.92 3.29 1.79
Cl 1.29 -2.24 -4.58
Si 0.68 -0.89 -3.18
Cl -0.02 -2.38 -1.47
Cl 2.59 -0.65 -2.00
*
```

Output
- Kohn-Sham gap (alpha / beta): 6.996 / 7.022 eV
- F_max: 0.0393 hartree/bohr
- Energy above the lowest of the compared OMol25 structures with the same formula, charge and spin: 14.6 kcal per mole
- Total energy: -7096.0905 Ha
- Expectation value of S²: 6.00

=====

[4]
The following is a quantum chemistry calculation of a molecular structure, C27H24ClN4O4S2Sc in a non-equilibrium geometry, from the OMol25 dataset.

```
! RIJCOSX wB97M-V def2-TZVPD def2/J DEFGRID3
* xyz 0 1
Sc -0.07 -0.12 0.02
C -1.51 -2.43 -1.61
N -1.90 -1.72 -0.37
C -1.96 -2.63 0.79
C -0.64 -2.72 1.56
N -0.15 -1.38 1.94
C -0.97 -0.78 3.00
C 1.25 -1.40 2.35
C 1.86 -2.53 2.86
C 3.19 -2.50 3.25
C 3.93 -1.34 3.11
C 3.33 -0.21 2.59
C 1.99 -0.21 2.21
S 1.26 1.26 1.62
C -3.23 -1.15 -0.55
C -4.32 -1.97 -0.81
C -5.59 -1.45 -0.90
C -5.79 -0.10 -0.69
C -4.72 0.73 -0.43
C -3.42 0.22 -0.36
S -2.10 1.32 -0.02
H -2.17 -3.28 -1.81
H -0.49 -2.80 -1.52
H -1.57 -1.74 -2.45
H -2.24 -3.65 0.46
H -2.75 -2.27 1.46
H 0.12 -3.19 0.94
H -0.83 -3.34 2.45
H -1.14 -1.50 3.82
H -1.94 -0.43 2.61
H -0.45 0.08 3.41
H 1.31 -3.45 2.98
H 3.65 -3.39 3.66
H 4.96 -1.31 3.40
H 3.90 0.71 2.47
H -4.17 -3.03 -0.93
H -6.42 -2.11 -1.10
H -6.79 0.32 -0.73
H -4.86 1.79 -0.25
O 5.41 -0.67 -1.73
C 5.08 0.60 -1.88
O 5.90 1.45 -2.10
C 3.64 0.95 -1.76
C 3.13 2.24 -1.93
Cl 3.95 3.64 -2.39
N 1.79 2.19 -1.73
N 1.40 0.95 -1.44
C 2.50 0.18 -1.44
C 2.33 -1.26 -1.03
O 3.26 -2.05 -1.11
O 1.16 -1.53 -0.62
C 0.86 3.24 -1.71
C 1.18 4.46 -1.11
C 0.21 5.44 -1.03
C -1.06 5.23 -1.55
C -1.36 4.02 -2.15
C -0.41 3.02 -2.23
H 4.65 -1.29 -1.51
H 2.15 4.60 -0.68
H 0.44 6.38 -0.55
H -1.81 6.00 -1.47
H -2.35 3.85 -2.56
H -0.64 2.06 -2.70
*
```

Output
- Kohn-Sham gap: 7.591 eV
- F_max: 0.0348 hartree/bohr
- Energy above the lowest of the compared OMol25 structures with the same formula, charge and spin: 13.5 kcal per mole
- Total energy: -3580.7828 Ha